# 1
Entry from OMol25: a cluster of 9 separate species, C6H32N2O8 in total at a distorted geometry (ωB97M-V with the def2-TZVPD basis set).

## Properties
LUMO in Ha: 0.0069
ΔE to the lowest compared entry with this formula, charge and spin in kcal/mol: 65.0
Net charge: 0
Orbital gap in eV: 8.819
HOMO energy in eV: -8.63
Structure (SMILES): CCNCCNCC.O.O.O.O.O.O.O.O
Molar mass in g mol⁻¹: 260.3

Cartesian coordinates (Å):
C (0.427, -2.921, -0.687)
N (0.172, -2.597, -2.139)
C (-1.226, -2.356, -2.460)
C (-1.323, -1.399, -3.705)
C (1.794, -2.341, -0.277)
N (1.859, -0.882, -0.004)
C (2.611, -0.657, 1.280)
C (1.895, 0.160, 2.378)
H (-0.287, -2.433, -0.034)
H (0.352, -4.006, -0.628)
H (0.553, -3.394, -2.629)
H (-1.834, -3.249, -2.586)
H (-1.702, -1.771, -1.685)
H (-0.311, -1.112, -3.892)
H (-1.955, -0.530, -3.595)
H (-1.670, -1.982, -4.565)
H (2.161, -2.843, 0.619)
H (2.438, -2.650, -1.111)
H (0.902, -0.512, -0.064)
H (2.885, -1.570, 1.775)
H (3.342, 0.026, 0.867)
H (1.267, 0.981, 2.047)
H (2.620, 0.646, 3.031)
H (1.316, -0.478, 3.030)
H (3.370, 2.387, -1.416)
H (2.857, 1.119, -2.075)
O (3.388, 1.936, -2.279)
H (-0.284, 3.006, 0.736)
H (-1.690, 2.325, 1.065)
O (-0.777, 2.499, 1.434)
H (-4.551, -0.050, 2.742)
H (-3.218, 0.365, 2.313)
O (-3.989, 0.744, 2.698)
H (1.009, 4.172, -0.777)
H (0.857, 2.723, -1.303)
O (1.123, 3.280, -0.552)
H (1.584, 1.819, -3.158)
H (0.350, 1.157, -2.579)
O (0.702, 2.000, -2.821)
H (-4.123, 1.922, -0.114)
H (-3.926, 2.086, 1.376)
O (-3.583, 2.416, 0.528)
H (-0.016, 1.927, 3.128)
H (-1.400, 1.388, 3.171)
O (-0.599, 1.426, 3.724)
H (-1.584, -1.427, 3.485)
H (-0.584, -0.317, 3.018)
O (-1.201, -1.032, 2.692)

---

# 2
Entry from OMol25: a cluster of 8 separate species, C26H69FN2O10S in total at a distorted geometry (ωB97M-V with the def2-TZVPD basis set).

## Properties
LUMO in Ha: 0.0196
Net charge: 0
Orbital gap in eV: 9.806
HOMO energy in eV: -9.27
Structure (SMILES): NCCN(CCCO)S(=O)(=O)F.CC(C)O.CC(C)O.CC(C)O.CC(C)O.CC(C)O.CC(C)O.CC(C)O
Molar mass in g mol⁻¹: 620.9

Cartesian coordinates (Å):
N (-8.828, 3.502, 1.528)
C (-7.893, 3.116, 0.460)
C (-6.471, 3.000, 1.028)
N (-6.051, 1.585, 1.126)
C (-4.581, 1.400, 1.151)
C (-3.813, 1.797, 2.407)
C (-3.498, 3.285, 2.565)
O (-4.377, 3.946, 3.480)
S (-6.825, 0.723, 2.291)
O (-8.130, 0.395, 1.908)
O (-5.998, -0.340, 2.681)
F (-6.914, 1.711, 3.465)
H (-9.735, 3.705, 1.122)
H (-8.504, 4.399, 1.879)
H (-7.935, 3.848, -0.346)
H (-8.154, 2.164, 0.034)
H (-6.472, 3.497, 1.990)
H (-5.817, 3.499, 0.332)
H (-4.164, 1.948, 0.316)
H (-4.380, 0.359, 0.950)
H (-4.265, 1.441, 3.323)
H (-2.851, 1.304, 2.333)
H (-3.484, 3.765, 1.592)
H (-2.512, 3.343, 2.999)
H (-4.877, 4.614, 2.989)
C (0.933, 0.946, 0.736)
C (0.394, 2.361, 0.882)
C (1.523, 3.378, 0.872)
O (-0.356, 2.475, 2.092)
H (1.602, 0.703, 1.567)
H (0.124, 0.217, 0.746)
H (1.488, 0.834, -0.198)
H (-0.301, 2.572, 0.068)
H (2.204, 3.201, 1.707)
H (1.136, 4.392, 0.975)
H (2.095, 3.317, -0.057)
H (0.243, 2.292, 2.826)
C (-9.006, -0.772, -3.308)
C (-8.555, 0.680, -3.361)
C (-7.234, 0.824, -4.102)
O (-8.432, 1.201, -2.038)
H (-8.272, -1.380, -2.774)
H (-9.950, -0.858, -2.771)
H (-9.134, -1.184, -4.310)
H (-9.318, 1.282, -3.856)
H (-6.447, 0.262, -3.591)
H (-6.922, 1.868, -4.129)
H (-7.311, 0.457, -5.126)
H (-7.760, 0.681, -1.579)
C (5.648, 0.257, 0.621)
C (5.146, 1.683, 0.775)
C (6.293, 2.680, 0.736)
O (4.424, 1.817, 2.000)
H (6.329, 0.001, 1.440)
H (4.819, -0.449, 0.655)
H (6.176, 0.123, -0.323)
H (4.436, 1.908, -0.022)
H (6.991, 2.499, 1.556)
H (5.919, 3.699, 0.850)
H (6.843, 2.614, -0.205)
H (5.026, 1.618, 2.726)
C (0.158, -4.643, 0.982)
C (0.378, -3.328, 0.250)
C (1.861, -3.038, 0.068)
O (-0.243, -2.260, 0.967)
H (0.601, -4.605, 1.981)
H (-0.908, -4.836, 1.110)
H (0.601, -5.478, 0.437)
H (-0.109, -3.365, -0.725)
H (2.356, -2.952, 1.040)
H (2.007, -2.092, -0.456)
H (2.354, -3.827, -0.501)
H (0.173, -2.207, 1.836)
C (11.798, 2.710, 2.589)
C (10.472, 2.027, 2.294)
C (10.529, 1.240, 0.993)
O (9.425, 2.996, 2.230)
H (12.047, 3.420, 1.795)
H (11.740, 3.272, 3.521)
H (12.609, 1.985, 2.669)
H (10.216, 1.357, 3.116)
H (10.739, 1.906, 0.152)
H (9.571, 0.759, 0.795)
H (11.304, 0.472, 1.028)
H (9.628, 3.603, 1.509)
C (4.086, 1.763, -2.947)
C (3.678, 0.309, -3.137)
C (2.308, 0.201, -3.789)
O (3.675, -0.368, -1.881)
H (3.376, 2.277, -2.292)
H (5.068, 1.827, -2.477)
H (4.121, 2.293, -3.900)
H (4.419, -0.200, -3.755)
H (1.547, 0.667, -3.157)
H (2.027, -0.845, -3.916)
H (2.292, 0.687, -4.765)
H (3.025, 0.064, -1.314)
C (-1.302, -9.337, -2.494)
C (-0.749, -8.796, -1.184)
C (-1.647, -7.714, -0.606)
O (0.567, -8.279, -1.388)
H (-1.366, -8.541, -3.240)
H (-0.645, -10.108, -2.896)
H (-2.297, -9.763, -2.358)
H (-0.649, -9.610, -0.466)
H (-1.721, -6.866, -1.293)
H (-1.233, -7.336, 0.329)
H (-2.653, -8.091, -0.414)
H (0.502, -7.556, -2.023)

---

The highest molar mass belongs to which entry? C26H69FN2O10S

---

What did the first record say?
Entry from OMol25: a cluster of 9 separate species, C6H32N2O8 in total at a distorted geometry (ωB97M-V with the def2-TZVPD basis set).

## Properties
LUMO in Ha: 0.0069
ΔE to the lowest compared entry with this formula, charge and spin in kcal/mol: 65.0
Net charge: 0
Orbital gap in eV: 8.819
HOMO energy in eV: -8.63
Structure (SMILES): CCNCCNCC.O.O.O.O.O.O.O.O
Molar mass in g mol⁻¹: 260.3

Cartesian coordinates (Å):
C (0.427, -2.921, -0.687)
N (0.172, -2.597, -2.139)
C (-1.226, -2.356, -2.460)
C (-1.323, -1.399, -3.705)
C (1.794, -2.341, -0.277)
N (1.859, -0.882, -0.004)
C (2.611, -0.657, 1.280)
C (1.895, 0.160, 2.378)
H (-0.287, -2.433, -0.034)
H (0.352, -4.006, -0.628)
H (0.553, -3.394, -2.629)
H (-1.834, -3.249, -2.586)
H (-1.702, -1.771, -1.685)
H (-0.311, -1.112, -3.892)
H (-1.955, -0.530, -3.595)
H (-1.670, -1.982, -4.565)
H (2.161, -2.843, 0.619)
H (2.438, -2.650, -1.111)
H (0.902, -0.512, -0.064)
H (2.885, -1.570, 1.775)
H (3.342, 0.026, 0.867)
H (1.267, 0.981, 2.047)
H (2.620, 0.646, 3.031)
H (1.316, -0.478, 3.030)
H (3.370, 2.387, -1.416)
H (2.857, 1.119, -2.075)
O (3.388, 1.936, -2.279)
H (-0.284, 3.006, 0.736)
H (-1.690, 2.325, 1.065)
O (-0.777, 2.499, 1.434)
H (-4.551, -0.050, 2.742)
H (-3.218, 0.365, 2.313)
O (-3.989, 0.744, 2.698)
H (1.009, 4.172, -0.777)
H (0.857, 2.723, -1.303)
O (1.123, 3.280, -0.552)
H (1.584, 1.819, -3.158)
H (0.350, 1.157, -2.579)
O (0.702, 2.000, -2.821)
H (-4.123, 1.922, -0.114)
H (-3.926, 2.086, 1.376)
O (-3.583, 2.416, 0.528)
H (-0.016, 1.927, 3.128)
H (-1.400, 1.388, 3.171)
O (-0.599, 1.426, 3.724)
H (-1.584, -1.427, 3.485)
H (-0.584, -0.317, 3.018)
O (-1.201, -1.032, 2.692)

---

Which value of HOMO energy does entry 1 give? -8.63 eV

---

What is the formula in the second record? C26H69FN2O10S